Formula: C3H6O2
Source: OMol25
Level of theory: wB97M-V/def2-TZVPD

## Properties
* total energy: -7299.5695 eV
* frontier orbital gap: 11.1 eV
* ΔE to the lowest compared entry with this formula, charge and spin: 4.109 eV
* molar mass: 74.08 g mol⁻¹
* HOMO energy: -10.1 eV

CARTESIAN COORDINATES (ANGSTROEM)
1 C 0.411 0.264 0.223
2 C -0.912 0.760 -0.336
3 C 1.496 -0.570 -0.256
4 H 0.191 -0.022 1.680
5 H 1.894 -1.326 0.472
6 H 1.906 -0.864 -1.265
7 O -1.984 0.022 0.134
8 H -1.992 0.078 1.045
9 H -0.935 0.634 -1.471
10 O 1.687 0.794 0.121
11 H -1.140 1.890 -0.214

Mulliken population analysis, charges in e, atoms 1 to 2: number 1, C, carries 0.355; number 2, C, carries -0.361

Formula: C3H6O2
Source: OMol25
Level of theory: wB97M-V/def2-TZVPD

## Properties
* SMILES string: O[C@@H]1C[C@@H]1O
* total energy: -7300.4548 eV
* frontier orbital gap: 9.2 eV
* ΔE to the lowest compared entry with this formula, charge and spin: 3.223 eV
* molar mass: 74.08 g mol⁻¹
* HOMO energy: -8.3 eV

CARTESIAN COORDINATES (ANGSTROEM)
1 C 0.792 0.613 -0.264
2 H -0.791 -1.634 0.987
3 O 0.126 -1.404 0.784
4 H 0.632 1.439 -0.924
5 H 0.202 -1.296 -1.311
6 H -1.367 0.774 0.471
7 C 0.086 -0.680 -0.424
8 C -0.846 0.462 -0.419
9 H -1.285 0.744 -1.383
10 O 1.353 0.872 0.964
11 H 1.100 0.109 1.517

Mulliken population analysis, charges in e, atoms 1 to 2: number 1, C, carries -0.129; number 2, H, carries 0.325

Formula: C3H6O2
Source: OMol25
Level of theory: wB97M-V/def2-TZVPD

## Properties
* SMILES string: CC(=O)CO
* total energy: -7301.9780 eV
* frontier orbital gap: 10.4 eV
* ΔE to the lowest compared entry with this formula, charge and spin: 1.700 eV
* molar mass: 74.08 g mol⁻¹
* HOMO energy: -9.7 eV

CARTESIAN COORDINATES (ANGSTROEM)
1 H -1.248 -1.114 0.832
2 C 0.168 0.205 -0.234
3 H -1.360 1.133 -0.908
4 O -2.095 0.561 -0.336
5 C 1.462 -0.497 -0.026
6 H 2.232 0.252 0.174
7 O 0.101 1.108 -1.066
8 H 1.722 -0.989 -0.970
9 C -1.140 -0.065 0.475
10 H 1.428 -1.236 0.773
11 H -1.269 0.642 1.286

Mulliken population analysis, charges in e, atoms 1 to 2: number 1, H, carries 0.306; number 2, C, carries 0.731

Formula: C3H6O2
Source: OMol25
Level of theory: wB97M-V/def2-TZVPD

## Properties
* SMILES string: COCC=O
* total energy: -7302.0062 eV
* frontier orbital gap: 10.7 eV
* ΔE to the lowest compared entry with this formula, charge and spin: 1.672 eV
* molar mass: 74.08 g mol⁻¹
* HOMO energy: -9.8 eV

CARTESIAN COORDINATES (ANGSTROEM)
1 H -1.101 1.090 -0.699
2 H 0.013 -1.235 1.547
3 C 0.991 0.064 0.030
4 O 0.690 0.485 2.381
5 O 0.187 -0.528 -0.953
6 H 1.998 -0.355 -0.093
7 H 1.056 1.157 -0.084
8 H -1.844 -0.512 -0.481
9 H -1.386 0.048 -2.111
10 C -1.098 0.052 -1.057
11 C 0.521 -0.251 1.440

Mulliken population analysis, charges in e, atoms 1 to 2: number 1, H, carries 0.342; number 2, H, carries 0.336

Formula: C3H6O2
Source: OMol25
Level of theory: wB97M-V/def2-TZVPD

## Properties
* total energy: -7300.4271 eV
* frontier orbital gap: 9.7 eV
* ΔE to the lowest compared entry with this formula, charge and spin: 3.251 eV
* molar mass: 74.08 g mol⁻¹
* HOMO energy: -9.0 eV

CARTESIAN COORDINATES (ANGSTROEM)
1 H -2.329 -0.225 0.048
2 H 1.594 -0.325 0.300
3 C -0.341 0.478 -0.284
4 C 1.130 0.695 -0.015
5 H 1.480 1.062 -0.931
6 C -1.248 -0.556 0.331
7 O -0.709 -1.400 -0.650
8 H -1.137 -0.956 1.287
9 O -0.911 1.224 -1.201
10 H 1.109 1.456 0.856
11 H -1.860 1.041 -1.192

Mulliken population analysis, charges in e, atoms 1 to 2: number 1, H, carries 0.196; number 2, H, carries 0.261

Formula: C3H6O2
Source: OMol25
Level of theory: wB97M-V/def2-TZVPD

## Properties
* total energy: -7299.0138 eV
* frontier orbital gap: 9.0 eV
* ΔE to the lowest compared entry with this formula, charge and spin: 4.664 eV
* molar mass: 74.08 g mol⁻¹
* HOMO energy: -8.1 eV

CARTESIAN COORDINATES (ANGSTROEM)
1 C -0.071 1.031 0.102
2 H 0.448 1.899 -0.291
3 H -1.357 -0.492 -1.281
4 H 1.861 0.123 0.741
5 O 0.251 -0.923 1.488
6 H -0.495 -1.277 0.863
7 C -0.095 -0.111 -0.884
8 H -1.037 1.257 0.544
9 C 0.772 0.079 0.792
10 H 0.727 -0.368 -1.530
11 O -0.978 -1.196 -0.550

Mulliken population analysis, charges in e, atoms 1 to 2: number 1, C, carries -0.297; number 2, H, carries 0.248

Formula: C3H6O2
Source: OMol25
Level of theory: wB97M-V/def2-TZVPD

## Properties
* SMILES string: CC(=O)CO
* total energy: -7302.3328 eV
* frontier orbital gap: 10.6 eV
* ΔE to the lowest compared entry with this formula, charge and spin: 1.345 eV
* molar mass: 74.08 g mol⁻¹
* HOMO energy: -9.9 eV

CARTESIAN COORDINATES (ANGSTROEM)
1 O -0.144 1.638 0.163
2 H -2.029 0.043 -0.846
3 H -1.017 -1.409 -0.748
4 H 2.148 0.671 -0.838
5 H 1.595 -0.992 -0.342
6 O -1.447 -0.590 1.059
7 H 1.819 0.313 0.849
8 C -1.173 -0.414 -0.323
9 C 1.503 0.075 -0.178
10 C 0.061 0.520 -0.264
11 H -1.222 0.262 1.467

Mulliken population analysis, charges in e, atoms 1 to 2: number 1, O, carries -0.528; number 2, H, carries 0.230

Formula: C3H6O2
Source: OMol25
Level of theory: wB97M-V/def2-TZVPD

## Properties
* SMILES string: C=CO.C=O
* total energy: -7301.1428 eV
* frontier orbital gap: 9.8 eV
* ΔE to the lowest compared entry with this formula, charge and spin: 2.535 eV
* molar mass: 74.08 g mol⁻¹
* HOMO energy: -9.2 eV

CARTESIAN COORDINATES (ANGSTROEM)
1 H 1.077 -0.325 0.328
2 O -0.582 1.233 -1.568
3 H -0.896 0.899 0.619
4 H 0.014 -1.145 3.114
5 C 0.387 -0.450 1.158
6 H 0.491 0.951 -3.201
7 C 0.725 -1.001 2.309
8 C -0.501 0.908 -2.727
9 H 1.590 -1.654 2.352
10 O -0.881 -0.031 0.866
11 H -1.423 0.614 -3.249

Mulliken population analysis, charges in e, atoms 1 to 2: number 1, H, carries 0.278; number 2, O, carries -0.370

Formula: C3H6O2
Source: OMol25
Level of theory: wB97M-V/def2-TZVPD

## Properties
* SMILES string: C=CC=O.O
* total energy: -7302.0962 eV
* frontier orbital gap: 10.3 eV
* ΔE to the lowest compared entry with this formula, charge and spin: 1.582 eV
* molar mass: 74.08 g mol⁻¹
* HOMO energy: -10.0 eV

CARTESIAN COORDINATES (ANGSTROEM)
1 C -1.164 0.619 0.378
2 C -1.233 -0.661 0.009
3 H 1.677 1.059 -0.992
4 H -0.206 1.095 0.586
5 C -0.009 -1.482 -0.076
6 H 0.931 -0.929 0.151
7 H -2.051 1.241 0.454
8 O 1.768 1.645 -0.230
9 H 2.440 1.226 0.321
10 O 0.014 -2.656 -0.364
11 H -2.169 -1.157 -0.236

Mulliken population analysis, charges in e, atoms 1 to 2: number 1, C, carries -0.679; number 2, C, carries 0.064

Formula: C3H6O2
Source: OMol25
Level of theory: wB97M-V/def2-TZVPD

## Properties
* SMILES string: C[C@@H](O)C=O
* total energy: -7301.3676 eV
* frontier orbital gap: 10.5 eV
* ΔE to the lowest compared entry with this formula, charge and spin: 2.311 eV
* molar mass: 74.08 g mol⁻¹
* HOMO energy: -9.8 eV

CARTESIAN COORDINATES (ANGSTROEM)
1 C -0.258 -0.161 0.007
2 H -0.442 -0.296 -2.155
3 H 0.599 1.532 1.060
4 C 0.275 0.044 -1.402
5 H -0.454 -1.368 1.335
6 H 0.536 1.088 -1.592
7 O 0.035 -0.067 2.275
8 H -1.121 0.713 0.497
9 H 1.184 -0.563 -1.546
10 O -0.556 -1.441 0.321
11 C 0.203 0.520 1.201

Mulliken population analysis, charges in e, atoms 1 to 2: number 1, C, carries 0.425; number 2, H, carries 0.293